(1)
Molecular formula: C28H43F9GdOP2
Method: DFT, ωB97M-V/def2-TZVPD

Properties
Frontier orbital gap (alpha / beta)   5.4 / 3.2 eV
<S²>   15.873

Geometry as ORCA input:
```
! wB97M-V def2-TZVPD RIJCOSX def2/J DEFGRID3
* xyz 1 8
H 4.265 3.453 2.971
H -2.066 -5.780 2.298
F 2.447 1.627 -2.263
C -1.268 3.878 -1.654
C 0.130 2.032 3.028
C -1.646 -4.908 2.822
H -2.442 -2.527 -0.598
H -4.184 -0.519 -3.998
C 1.161 -4.967 1.943
H -0.605 4.482 2.030
H -0.625 -5.574 0.037
H -3.545 2.521 -1.843
H 3.893 3.067 1.285
H -2.450 -4.174 3.002
H 1.400 -5.116 3.003
C 0.461 4.315 1.841
H -1.694 2.040 4.157
H -4.614 -1.054 -1.821
C 2.297 2.707 2.655
H 1.132 -1.103 3.711
H 0.686 -3.314 -0.679
C -2.177 1.277 -2.983
C -2.945 0.870 -0.558
C 0.932 3.076 2.486
H -0.153 4.221 -4.039
F 2.754 -2.971 -1.054
C 3.474 3.481 2.213
H -0.813 2.768 -4.897
H -1.677 -0.024 -4.679
H 0.606 4.290 0.749
C -0.134 3.123 -4.110
P -0.396 -4.026 1.829
H 1.012 5.188 2.220
H 3.938 0.118 2.797
C -2.645 -1.585 -1.118
H 3.362 -0.008 4.469
H -0.493 4.659 -1.657
H -1.497 3.636 -0.604
H -1.360 -0.459 0.198
C -2.088 -0.400 -0.620
H -2.377 2.005 -3.795
H 1.950 -4.349 1.488
C 2.849 -2.044 -2.044
H -0.337 -4.131 -1.968
F 2.016 0.100 -3.775
H -1.796 2.845 2.580
P -0.605 2.414 -2.499
H -1.755 1.072 2.673
C 0.998 1.020 3.521
F 4.070 0.362 -3.002
C -0.940 -4.525 0.085
H -3.890 0.657 -0.023
C -3.306 1.447 -1.937
H 1.114 -5.930 1.420
H -4.053 -2.645 -2.340
F 2.010 -2.456 -3.060
H -2.418 1.638 0.040
C 3.050 -0.303 -0.209
H -2.034 -4.483 0.038
Gd -0.814 -1.205 -2.303
C 0.605 -0.250 4.165
H -3.101 -1.857 -4.246
C -2.102 -0.068 -3.657
C 2.385 -0.652 -1.551
H 3.204 4.523 2.022
C -1.347 1.997 3.110
C -3.308 -1.018 -3.565
O 1.011 -0.600 -1.349
H 0.847 -0.248 5.239
H -2.169 4.249 -2.157
H -0.472 -0.425 4.061
F 4.397 -0.465 -0.223
H 4.358 1.380 3.968
C 2.338 1.449 3.300
C 2.766 0.363 -2.649
H -1.206 -5.191 3.786
H 0.891 2.780 -4.323
C -3.726 -1.603 -2.181
F 2.788 0.988 0.141
C -0.308 -3.680 -0.966
F 2.537 -1.079 0.785
C 3.559 0.698 3.653
F 4.116 -2.071 -2.502
H -4.230 0.974 -2.316
*
```

=====

(2)
Molecular formula: C6H9P
Method: DFT, ωB97M-V/def2-TZVPD

Properties
Structure (SMILES)   C=C/P=C\C(=C)C
Frontier orbital gap   9.2 eV

Geometry as ORCA input:
```
! wB97M-V def2-TZVPD RIJCOSX def2/J DEFGRID3
* xyz 0 1
C -0.236 1.508 -0.508
H -2.350 -2.238 0.170
H 0.133 2.451 -0.999
C 0.804 0.481 -0.454
C -1.915 -0.328 0.430
H 1.096 1.059 1.690
C -2.706 -1.281 0.014
H -1.148 -0.388 1.150
H -3.439 -1.264 -0.674
H 0.473 -0.347 -2.375
C 1.425 0.295 0.979
H 1.875 -1.016 -1.417
C 1.136 -0.239 -1.554
H 2.491 0.607 0.874
P -1.854 1.489 -0.118
H 1.324 -0.648 1.577
*
```

=====

Calculated total energy (a.u.), listed in the same order as above: -3514.49500; -575.24178
Calculated relative energy (zero: lowest compared OMol25 entry of this formula, charge and spin) (eV), listed in the same order as above: 0.675; 2.621